Entry 1:
{"formula": "C5H14N2", "method": "ωB97M-V/def2-TZVPD", "symbols": ["C", "C", "C", "C", "C", "N", "N", "H", "H", "H", "H", "H", "H", "H", "H", "H", "H", "H", "H", "H", "H"], "positions_angstrom": [[-0.63288, -1.21720, -1.57636], [-1.26413, -0.04504, -0.76992], [-0.86602, -0.13084, 0.72242], [0.34736, 0.78729, 1.06286], [2.74753, 0.87372, 1.27091], [1.53602, -0.00273, 1.28452], [-2.72169, -0.13577, -1.00959], [-1.12396, -2.18656, -1.46050], [-0.67221, -1.01039, -2.62649], [0.41878, -1.37379, -1.31362], [-0.84419, 0.81835, -1.28708], [-0.45216, -1.13071, 0.80619], [-1.76163, 0.07550, 1.29984], [0.03442, 1.32453, 1.95926], [0.45295, 1.53622, 0.26477], [3.62641, 0.26312, 1.46487], [2.60795, 1.67852, 1.97760], [2.86010, 1.25487, 0.24781], [1.67512, -0.57644, 0.45801], [-3.01556, -1.09235, -0.88398], [-2.95221, 0.28970, -1.89149]], "forces_ev_per_angstrom": [[0.686, 0.004, 0.588], [-0.172, -1.799, -1.136], [0.770, 0.519, -1.604], [-1.689, -0.158, 0.039], [-0.863, -0.966, -0.736], [1.156, 0.579, -0.056], [0.756, 1.174, 1.147], [-0.198, 0.130, 0.438], [-0.012, 0.243, -0.724], [0.055, 0.046, -0.066], [-0.420, 0.525, 0.454], [-0.596, -0.379, 0.837], [0.180, -0.198, 0.353], [0.617, 0.140, 0.207], [0.179, 0.050, 0.002], [0.044, 0.140, 0.386], [0.253, 0.165, 0.197], [0.156, 0.512, 0.191], [-0.294, -0.313, 0.155], [-0.287, 0.063, -0.486], [-0.322, -0.476, -0.187]], "nbo_charge": [-0.618, -0.039, -0.425, -0.220, -0.416, -0.606, -0.852, 0.199, 0.203, 0.187, 0.182, 0.210, 0.228, 0.192, 0.154, 0.200, 0.197, 0.165, 0.337, 0.357, 0.366], "smiles": "CNCC[C@@H](C)N", "relative_energy_kj_mol": 123.4, "energy_ha": -308.37604, "homo_lumo_gap_ev": 10.037}

Entry 2:
{"formula": "C5H14N2", "method": "ωB97M-V/def2-TZVPD", "symbols": ["N", "C", "C", "N", "C", "C", "C", "H", "H", "H", "H", "H", "H", "H", "H", "H", "H", "H", "H", "H", "H"], "positions_angstrom": [[3.00145, 1.76946, 0.13031], [2.57023, 0.51136, 0.70887], [1.07055, 0.40637, 1.21706], [0.25454, -0.43773, 0.40597], [-1.05255, -0.03085, -0.03239], [-1.89167, -1.19487, -0.56262], [-3.03629, -0.68348, -1.40639], [3.94251, 2.01543, 0.41200], [3.08649, 1.59800, -0.87049], [2.72005, -0.38444, 0.09414], [3.07731, 0.28577, 1.65333], [1.14296, 0.05321, 2.25751], [0.75558, 1.45628, 1.23449], [0.29623, -1.41621, 0.63214], [-1.02295, 0.69691, -0.86186], [-1.52238, 0.56252, 0.78243], [-2.11483, -1.78416, 0.33481], [-1.13715, -1.74688, -1.13873], [-2.76424, 0.04470, -2.17970], [-3.84008, -0.26452, -0.80961], [-3.53576, -1.45688, -2.00127]], "forces_ev_per_angstrom": [[-0.042, -0.337, -0.850], [-0.786, -1.376, 1.763], [1.374, 0.827, -0.248], [-0.046, -0.391, -0.895], [-0.458, 1.495, 0.152], [1.515, 0.660, 0.641], [-0.953, -0.673, -0.602], [-0.078, -0.089, 0.251], [-0.175, 0.455, 0.109], [0.165, 0.290, -0.269], [0.698, 0.401, -0.302], [-0.296, 0.074, -0.114], [-0.552, -0.296, -0.029], [0.033, -0.028, 0.224], [0.544, -0.088, 0.109], [-0.402, -0.510, -0.211], [-0.662, -0.262, -0.492], [-0.492, -0.254, -0.211], [0.391, 0.076, 0.470], [0.030, 0.304, 0.232], [0.193, -0.281, 0.275]], "nbo_charge": [-0.836, -0.229, -0.224, -0.658, -0.185, -0.415, -0.614, 0.359, 0.355, 0.175, 0.175, 0.167, 0.207, 0.363, 0.166, 0.159, 0.202, 0.202, 0.211, 0.209, 0.212], "smiles": "CCCNCCN", "relative_energy_kj_mol": 129.4, "energy_ha": -308.37379, "homo_lumo_gap_ev": 9.269}

Entry 3:
{"formula": "C5H14N2", "method": "ωB97M-V/def2-TZVPD", "symbols": ["N", "C", "C", "N", "C", "C", "C", "H", "H", "H", "H", "H", "H", "H", "H", "H", "H", "H", "H", "H", "H"], "positions_angstrom": [[0.85687, 0.60466, -1.94233], [-0.16970, 1.63816, -1.48467], [-0.15267, 1.53797, 0.13756], [0.62405, 0.47230, 0.76654], [-0.93051, -1.39365, -0.10926], [-0.23531, -0.69272, 1.11900], [0.66168, -1.72037, 1.81201], [-1.18249, 1.32005, -1.76922], [0.79782, 0.48134, -2.95111], [-0.22315, 2.73588, -1.65724], [1.15484, 1.60419, -1.53019], [0.22162, 2.48923, 0.53870], [-1.19870, 1.46351, 0.44329], [1.33259, 0.12275, 0.12955], [-1.64376, -2.17685, 0.16609], [-0.13107, -1.83514, -0.71266], [-1.43861, -0.63522, -0.68749], [-1.03859, -0.25839, 1.71783], [0.19536, -2.70236, 1.89938], [0.86472, -1.27796, 2.79182], [1.63500, -1.77740, 1.32239]], "forces_ev_per_angstrom": [[-0.168, 3.272, 1.450], [-5.154, -1.687, 2.335], [0.347, 0.572, -0.411], [-1.169, -0.654, -0.106], [0.935, 0.551, 0.564], [0.059, -0.610, -1.484], [-0.379, 1.135, 0.879], [0.082, -0.013, -0.152], [0.439, 0.988, -0.022], [1.090, -0.450, -0.813], [4.008, -2.467, -2.220], [-0.074, -0.034, -0.197], [0.126, 0.010, 0.114], [-0.012, 0.199, -0.125], [0.135, 0.176, 0.213], [-0.248, 0.019, -0.132], [-0.258, 0.028, -0.375], [0.170, -0.399, 0.531], [0.114, 0.091, 0.043], [0.128, -0.526, 0.185], [-0.172, -0.202, -0.275]], "nbo_charge": [-0.846, -0.377, -0.226, -0.635, -0.631, -0.028, -0.620, 0.198, 0.367, 0.195, 0.424, 0.184, 0.198, 0.378, 0.205, 0.208, 0.195, 0.177, 0.209, 0.216, 0.208], "relative_energy_kj_mol": 361.6, "energy_ha": -308.28534, "homo_lumo_gap_ev": 9.557}

Entry 4:
{"formula": "C5H14N2", "method": "ωB97M-V/def2-TZVPD", "symbols": ["C", "N", "N", "H", "H", "H", "H", "H", "H", "C", "C", "C", "C", "H", "H", "H", "H", "H", "H", "H", "H"], "positions_angstrom": [[-1.08429, 1.25270, 0.97624], [-2.30719, 0.69244, 0.47995], [-0.53747, 2.24829, 0.11096], [0.07827, 1.72613, -0.60266], [-2.32849, 0.65582, -0.53327], [-3.13703, 1.18621, 0.78579], [0.10566, 2.84398, 0.62120], [-1.21166, 1.63597, 1.99110], [-0.31504, 0.33925, 0.91357], [1.79089, -1.15246, 0.66832], [-0.22654, -1.81737, -0.71077], [0.78740, -0.74983, -0.38312], [1.10889, 0.19806, -1.30224], [-0.89400, -1.96257, 0.13922], [-0.83806, -1.54391, -1.56791], [1.28165, -1.37148, 1.60522], [2.52264, -0.36397, 0.84051], [2.32892, -2.05170, 0.36738], [0.25784, -2.77035, -0.92102], [0.57696, 0.26338, -2.24028], [2.04065, 0.74140, -1.23820]], "forces_ev_per_angstrom": [[1.567, -2.123, -0.549], [-1.007, -0.398, 0.173], [1.237, 0.186, -1.367], [-1.163, 1.157, 1.197], [0.141, 0.080, 0.135], [0.161, 0.150, -0.092], [-0.009, 0.075, -0.030], [0.089, -0.280, -0.091], [-1.458, 1.649, 1.039], [-0.378, 0.570, 0.371], [-0.570, 0.587, 0.495], [1.663, -0.547, -2.248], [-0.001, -1.342, 0.657], [-0.119, -0.141, 0.010], [-0.018, 0.021, -0.058], [0.071, -0.067, 0.198], [-0.003, 0.012, 0.055], [-0.092, -0.054, -0.128], [0.182, 0.027, 0.021], [-0.264, 0.169, 0.009], [-0.030, 0.269, 0.202]], "nbo_charge": [-0.047, -0.858, -0.859, 0.369, 0.359, 0.360, 0.354, 0.186, 0.155, -0.649, -0.652, 0.042, -0.479, 0.227, 0.213, 0.215, 0.215, 0.221, 0.218, 0.206, 0.204], "smiles": "C=C(C)C.NCN", "relative_energy_kj_mol": 168.1, "energy_ha": -308.35903, "homo_lumo_gap_ev": 9.752}

Entry 5:
{"formula": "C5H14N2", "method": "ωB97M-V/def2-TZVPD", "symbols": ["C", "C", "C", "H", "H", "H", "H", "H", "H", "H", "H", "C", "N", "C", "N", "H", "H", "H", "H", "H", "H"], "positions_angstrom": [[-1.20450, -0.77425, -1.89227], [-2.04356, -0.76207, -0.61770], [-2.01676, 0.60865, 0.06178], [-1.39499, 0.14665, -2.45045], [-1.44767, -1.61432, -2.54330], [-0.13555, -0.81316, -1.67620], [-1.70841, -1.53724, 0.07441], [-3.07573, -0.99436, -0.89730], [-2.70030, 0.65548, 0.90968], [-1.00305, 0.81155, 0.42001], [-2.28198, 1.39037, -0.65076], [1.59166, 1.39396, 1.75630], [1.95141, 0.73137, 0.52679], [1.99168, -0.62277, 0.44980], [2.56986, -1.25110, -0.50624], [1.22531, 2.39671, 1.53091], [0.79668, 0.84677, 2.26256], [2.43771, 1.50549, 2.44380], [2.26724, 1.23303, -0.28060], [1.60978, -1.11607, 1.34857], [2.57117, -2.23471, -0.26978]], "forces_ev_per_angstrom": [[0.106, 0.132, 0.046], [-0.278, 0.218, -0.273], [0.302, -0.346, 0.043], [0.027, -0.082, -0.091], [0.018, -0.044, 0.058], [0.019, 0.023, 0.001], [-0.042, -0.025, 0.004], [0.001, -0.070, 0.154], [0.007, 0.033, 0.014], [-0.067, 0.130, 0.010], [-0.054, 0.036, 0.032], [0.074, 0.491, -0.133], [-0.627, -0.473, 0.061], [1.170, -0.194, -0.020], [-0.415, 0.297, 0.406], [-0.081, -0.079, 0.064], [-0.004, 0.014, -0.002], [-0.033, -0.089, -0.030], [0.186, 0.218, -0.024], [-0.168, 0.036, -0.041], [-0.142, -0.225, -0.280]], "nbo_charge": [-0.611, -0.393, -0.603, 0.196, 0.208, 0.215, 0.193, 0.191, 0.205, 0.196, 0.200, -0.408, -0.619, 0.280, -0.728, 0.208, 0.201, 0.186, 0.403, 0.142, 0.337], "smiles": "[H]/N=C/NC.CCC", "relative_energy_kj_mol": 69.4, "energy_ha": -308.39665, "homo_lumo_gap_ev": 9.787}

Entry 6:
{"formula": "C5H14N2O", "method": "ωB97M-V/def2-TZVPD", "symbols": ["C", "C", "N", "N", "O", "H", "H", "H", "H", "H", "H", "H", "H", "C", "C", "C", "H", "H", "H", "H", "H", "H"], "positions_angstrom": [[1.65964, 0.33446, -1.00726], [0.89252, 0.23750, 1.65591], [0.62923, 1.04840, -1.40505], [1.68716, -0.99455, -1.23062], [2.82107, 0.87421, -0.60846], [2.81867, 1.04062, 0.34816], [0.76431, 2.04548, -1.30148], [-0.39918, 0.67493, -0.88097], [2.24691, -1.54669, -0.60215], [0.83380, -1.41556, -1.56329], [1.28312, 1.26457, 1.61256], [1.74400, -0.44814, 1.68901], [0.36708, 0.15155, 2.60814], [-1.82412, -1.40271, -0.34892], [-1.48267, 0.01515, 0.03250], [-2.43859, 0.87214, 0.39062], [-0.20951, 0.12125, 0.80998], [-1.61037, -1.59413, -1.40707], [-1.21591, -2.10860, 0.22529], [-2.87614, -1.65288, -0.17874], [-3.48282, 0.58486, 0.50376], [-2.20821, 1.89813, 0.65806]], "forces_ev_per_angstrom": [[-0.727, 0.250, -0.914], [-1.399, 0.232, -0.474], [0.579, -0.356, 0.364], [-0.178, 0.215, 0.196], [0.266, 0.022, 0.215], [-0.226, 0.037, -0.022], [0.170, 0.001, 0.052], [-0.348, -0.677, 0.744], [0.087, -0.008, -0.091], [-0.051, 0.022, 0.087], [-0.149, 0.034, -0.004], [-0.141, -0.252, -0.229], [0.149, 0.007, 0.172], [0.018, -0.019, 0.188], [-0.191, 0.490, -1.387], [-0.011, -0.167, 0.260], [2.260, 0.128, 0.878], [-0.016, 0.047, 0.000], [-0.003, -0.052, 0.012], [-0.018, -0.007, 0.000], [-0.087, -0.037, 0.009], [0.015, 0.090, -0.056]], "nbo_charge": [0.791, -1.011, -0.791, -0.780, -0.703, 0.520, 0.392, 0.399, 0.407, 0.411, 0.170, 0.179, 0.223, -0.651, -0.377, -0.407, 0.284, 0.195, 0.203, 0.200, 0.167, 0.179], "relative_energy_kj_mol": 518.7, "energy_ha": -383.50314, "homo_lumo_gap_ev": 7.751}